Density functional theory data (the ωB97M-V functional and the def2-TZVPD basis) for a molecular structure, C3H5O4Zn at a distorted geometry.

```
13
Properties=species:S:1:pos:R:3:forces:R:3
C -2.0473 0.1345 0.2231 -0.3 -0.1 0.0
O -0.6907 0.4817 0.0614 0.2 0.2 0.0
C 0.0722 -0.4533 -0.6877 -0.1 -0.2 0.2
O 1.3448 0.0722 -0.7480 0.5 -0.6 -0.2
Zn 1.4148 2.0300 -0.5252 0.1 0.1 0.3
H -2.5116 0.9151 0.8351 0.1 -0.2 -0.1
H -2.5595 0.0913 -0.7517 0.1 0.0 0.2
H -2.1408 -0.8382 0.7322 0.0 0.2 -0.1
H -0.3452 -0.5413 -1.7076 0.1 -0.1 0.3
H 0.0641 -1.4258 -0.1628 0.1 0.2 -0.2
O 2.6928 0.9735 0.9320 0.6 0.2 -1.0
C 2.3941 -0.1799 0.6561 -1.8 -0.1 2.1
O 2.3123 -1.2598 1.1432 0.4 0.4 -1.4
```
Forces are in eV/Å.

Values from the calculation:
⟨S²⟩: 0.7514
Energy above the lowest of the compared OMol25 structures with the same formula, charge and spin, kJ/mol: 27.09
Lowest unoccupied orbital energy (alpha / beta), eV: 0.42 / -1.27
Spin multiplicity: 2
Frontier orbital gap (alpha / beta), eV: 8.562 / 9.305
E_tot, eV: -59798.458


Density functional theory data (the ωB97M-V functional and the def2-TZVPD basis) for a molecular structure, C20H43N3NiO4SSiTe.

```
74
Properties=species:S:1:pos:R:3:forces:R:3
Ni 0.1899 0.1974 -2.2757 0.2 0.1 0.1
N 0.6359 1.9085 -1.4217 -0.1 -0.2 0.2
C -0.3573 2.9315 -1.8320 0.0 0.0 0.0
C -1.7458 2.2998 -1.9379 0.1 -0.2 0.0
N -1.6494 1.2888 -2.9815 -0.4 0.4 -0.4
C -2.6067 0.2033 -3.1042 0.1 0.0 0.1
C -1.8937 -0.9471 -3.8196 -0.1 0.0 0.0
N -0.7125 -1.3680 -3.0364 0.1 0.1 0.3
H 0.5373 1.7134 -0.4265 0.1 0.1 0.0
H 1.5839 2.2422 -1.5604 0.0 0.0 -0.2
H -0.0571 3.3043 -2.8134 0.0 0.0 0.0
H -0.3512 3.7732 -1.1357 0.0 0.0 0.0
H -2.5033 3.0675 -2.1359 0.1 0.1 0.0
H -1.9952 1.8029 -0.9970 0.0 0.0 0.0
H -1.4791 1.7275 -3.8799 -0.1 0.0 0.0
H -3.5176 0.4800 -3.6472 0.0 -0.1 0.0
H -2.8948 -0.1091 -2.0983 0.0 0.0 0.0
H -1.5427 -0.6066 -4.7963 0.0 0.0 0.0
H -2.5746 -1.7862 -3.9827 0.0 0.0 0.0
H -0.1498 -2.0499 -3.5301 0.0 0.1 -0.1
H -1.0015 -1.7418 -2.1307 0.0 -0.1 -0.1
Te 1.4757 0.7598 -4.4090 0.0 -0.2 0.1
C 3.4567 0.2719 -3.8995 -0.1 0.1 0.0
C 3.9323 -0.6286 -2.9893 0.0 0.0 0.0
C 5.3536 -0.6756 -2.9374 0.1 0.0 0.0
C 5.9399 0.1871 -3.8107 0.0 0.0 0.0
S 4.7589 1.0603 -4.6940 0.0 0.0 0.0
H 3.2905 -1.2487 -2.3825 -0.1 0.0 0.0
H 5.9123 -1.3280 -2.2806 0.0 0.0 0.0
H 6.9920 0.3488 -3.9810 0.0 0.0 0.0
C -0.5432 3.0694 2.0196 0.0 0.1 0.0
C -1.4623 1.9319 2.4534 0.0 -0.1 0.0
C -2.8807 2.4499 2.6550 0.0 0.0 0.0
C -0.9458 1.2835 3.7324 0.0 0.0 0.1
O -1.5438 0.9785 1.3896 0.0 0.1 0.0
Si -0.5271 -0.2239 0.9023 -0.1 0.1 -0.2
O -0.7178 -0.3719 -0.6678 0.0 -0.2 0.0
O -0.7861 -1.6023 1.7543 -0.1 0.0 0.1
C -1.9095 -2.4860 1.8161 0.1 0.0 0.0
C -1.3793 -3.7853 2.4095 0.0 0.0 0.0
C -2.9734 -1.8827 2.7253 0.0 0.0 0.0
C -2.4813 -2.7387 0.4259 -0.1 0.0 0.0
O 0.9843 0.2937 1.2986 0.1 0.0 0.1
C 2.2040 -0.4571 1.4284 0.0 0.0 0.0
C 3.3068 0.4231 0.8553 0.0 0.0 0.0
C 2.4254 -0.7157 2.9121 0.0 0.0 0.0
C 2.1233 -1.7701 0.6607 0.1 -0.1 0.0
H -0.4839 3.8363 2.7946 0.0 0.0 0.0
H -0.9325 3.5366 1.1113 0.0 0.0 0.0
H 0.4623 2.6936 1.8283 0.0 0.0 0.0
H -2.9050 3.2401 3.4075 0.0 0.0 0.0
H -3.5356 1.6405 2.9809 0.0 0.0 0.0
H -3.2671 2.8501 1.7164 0.0 0.0 0.0
H -0.9286 2.0139 4.5440 0.0 0.0 0.0
H 0.0658 0.9007 3.5928 0.0 0.0 0.0
H -1.5933 0.4591 4.0288 0.0 0.0 0.0
H -0.9417 -3.5933 3.3898 0.0 0.0 0.0
H -0.6090 -4.2089 1.7636 0.0 0.0 0.0
H -2.1802 -4.5181 2.5233 0.0 0.0 0.0
H -2.5726 -1.7446 3.7303 0.0 0.0 0.0
H -3.8412 -2.5426 2.7886 0.0 0.0 0.0
H -3.3001 -0.9149 2.3427 0.0 0.0 0.0
H -1.7138 -3.1608 -0.2258 0.0 0.0 0.0
H -2.8483 -1.8143 -0.0231 0.0 0.0 0.0
H -3.3100 -3.4471 0.4873 0.0 0.0 0.0
H 3.2840 1.4064 1.3283 0.0 0.0 0.0
H 3.1836 0.5400 -0.2238 0.0 0.0 0.0
H 4.2882 -0.0225 1.0274 0.0 0.0 0.0
H 2.5407 0.2288 3.4473 0.0 0.0 0.0
H 3.3235 -1.3148 3.0732 0.0 0.0 0.0
H 1.5685 -1.2502 3.3249 0.0 0.0 0.0
H 1.8692 -1.5798 -0.3829 0.0 0.0 -0.1
H 1.3685 -2.4286 1.0905 0.0 0.0 0.0
H 3.0885 -2.2808 0.6903 0.0 0.0 0.0
```
Forces are in eV/Å.

Values from the calculation:
Lowest unoccupied orbital energy (alpha / beta), eV: 0.48 / 0.47
Frontier orbital gap (alpha / beta), eV: 7.323 / 7.319
E_tot, eV: -101154.222


Density functional theory data (the ωB97M-V functional and the def2-TZVPD basis) for C6H10FNO3S in the gas phase at a distorted geometry.

```
22
Properties=species:S:1:pos:R:3:forces:R:3
C -1.7170 3.1182 0.4323 1.3 -7.0 -7.0
C -1.4310 2.0697 -0.4951 -3.2 6.8 6.3
C -1.5740 0.7282 -1.4339 -0.6 1.1 -0.8
N -1.0654 -0.5487 -0.8187 0.3 1.4 1.9
C 0.4342 -0.6279 -0.7232 2.1 -0.9 -0.4
C 1.0639 -0.4675 0.7797 1.3 -0.5 0.0
C 2.7186 -0.2698 0.6824 0.2 -0.2 0.5
O 3.2596 -0.5797 -0.6529 -0.8 -1.4 0.8
S -1.9007 -1.0246 0.6251 -6.3 -6.6 -0.3
O -1.4849 -2.4845 1.0540 0.1 6.5 -1.1
O -3.4253 -1.1437 0.2382 6.0 2.1 1.4
F -1.8331 0.0802 1.9323 0.5 -1.9 -2.5
H -2.0706 4.1148 0.9861 1.3 -2.8 -1.5
H -0.9541 0.8912 -2.4383 -1.2 -0.3 2.4
H -2.6899 0.5139 -1.7926 2.3 0.9 1.3
H 0.7518 -1.7135 -1.1044 -0.8 2.3 0.9
H 0.9006 0.1170 -1.5287 -1.1 -1.4 2.1
H 0.9169 -1.5020 1.3346 -0.1 2.4 -1.0
H 0.6516 0.4388 1.3985 0.5 -1.9 -1.3
H 3.0168 0.8577 0.9213 -0.6 -2.6 -0.7
H 3.2710 -0.9964 1.4492 -1.4 1.8 -1.4
H 3.1613 -1.5713 -0.8458 0.2 2.2 0.7
```
Forces are in eV/Å.

Values from the calculation:
Lowest unoccupied orbital energy, eV: -0.81
Frontier orbital gap, eV: 9.256
E_tot, eV: -27559.965